1.
{"formula": "C27H58Br12O2P", "method": "ωB97M-V/def2-TZVPD", "total_charge": -1, "homo_lumo_gap_ev": 5.24, "max_force_ha_per_bohr": 0.0465, "e_homo_ev": -3.8, "symbols": ["Br", "H", "H", "C", "H", "H", "C", "H", "H", "C", "C", "C", "H", "C", "H", "C", "H", "H", "Br", "P", "Br", "C", "C", "H", "H", "Br", "H", "H", "H", "H", "C", "H", "H", "C", "C", "C", "H", "O", "H", "H", "C", "H", "C", "H", "H", "Br", "H", "O", "Br", "C", "H", "H", "H", "H", "H", "H", "Br", "H", "H", "H", "Br", "H", "H", "C", "H", "C", "H", "H", "H", "C", "H", "Br", "C", "H", "C", "H", "H", "H", "H", "C", "H", "Br", "H", "H", "H", "H", "H", "H", "H", "C", "C", "C", "C", "H", "H", "H", "C", "H", "Br", "Br"], "positions_angstrom": [[-4.654136, -3.679669, -1.905672], [5.260987, -2.094261, 0.487880], [-4.233486, -2.566303, 4.800608], [2.414421, 2.004435, 2.438625], [0.247409, 4.678642, -4.046716], [0.337541, -2.682859, 3.750806], [-2.011015, 1.692398, 6.527691], [1.345851, 2.144822, 2.686537], [4.964140, 1.130911, 2.429754], [-6.254785, -3.111711, -2.857762], [-0.432499, 2.708955, -4.666009], [4.008568, -0.444391, 1.294123], [3.375693, 0.693284, -1.865834], [6.406169, 3.339723, -0.989861], [-3.593888, 1.170133, 2.249120], [0.523664, 4.651415, -9.144517], [0.261339, 2.677944, -8.348032], [-4.854671, -1.964019, 0.701443], [2.535261, -2.344508, -4.050225], [-4.443397, 0.973330, 1.078821], [-6.487437, -0.413416, -1.827889], [2.983679, 0.824304, 3.299746], [-0.136644, -2.690938, 2.750651], [-6.308407, -3.768722, -3.725385], [-1.648239, -2.686743, 4.824544], [-1.994603, 3.665740, -8.197406], [-3.345176, -1.309017, 3.958720], [7.259240, 3.473441, -2.960823], [-2.423040, -1.784805, 0.603716], [0.626599, -2.951436, 0.702201], [6.324725, 3.182689, -2.483031], [2.728113, -3.693618, 2.829776], [-0.430582, 2.878615, -9.969877], [-2.928186, -1.027472, 1.252357], [-1.450590, -3.538599, 2.851097], [2.979360, -0.293899, -2.098023], [3.645981, -3.834311, 0.547893], [-3.175556, 0.030628, 0.336642], [-5.276732, 0.748851, -0.099343], [7.028052, 2.586150, -0.514052], [4.300487, 0.272047, 2.674254], [-0.417584, -1.677450, 2.414567], [2.848009, -0.476566, -3.585855], [0.475617, 5.268466, -8.251753], [1.565477, 4.445830, -9.384466], [6.057623, 1.312864, -2.957447], [4.922374, -2.276176, 2.229994], [-5.124048, -0.415572, 1.934881], [-0.135238, 5.739246, -10.621650], [-6.168435, -1.669827, -3.293038], [-1.127398, -4.605522, 2.902769], [-1.146248, 2.980179, -5.442108], [2.920736, -0.438130, 1.080745], [2.746489, -2.332837, 0.041520], [3.603748, -1.050767, -1.627735], [5.506086, 3.744817, -2.924238], [1.242950, -0.363152, -1.217158], [-6.951541, -1.452271, -4.019699], [-3.935100, 2.198462, 0.459049], [6.771882, 4.329495, -0.720747], [4.631222, 3.204627, -0.203271], [-7.100515, -3.309282, -2.204710], [-4.047442, -3.676527, 2.174004], [-4.369548, -1.580768, 1.621689], [-5.201488, -1.414547, -3.718731], [3.249914, -2.854630, 0.876145], [2.934893, 2.935678, 2.740825], [-5.499323, 1.761556, 1.674600], [4.854952, -0.398591, 3.360516], [-0.251851, 3.367371, -9.015989], [-1.994156, -3.436059, 1.896372], [0.642756, 3.228930, -2.058056], [4.480998, -1.947372, 1.268384], [-0.742779, -0.012344, 6.056545], [-1.343868, 0.385730, 6.870611], [-5.501846, -2.978113, 2.904486], [-0.728379, 1.762696, -4.220343], [-2.807256, 1.954721, 7.219784], [-2.536236, -4.200007, 4.676357], [-4.445284, -2.756343, 2.656517], [-1.275165, 4.140513, -3.310628], [1.246217, 2.394319, -5.609499], [4.548783, 0.108424, 0.497858], [-0.721809, 0.493592, 7.758528], [2.194976, 0.052093, 3.391334], [-1.277052, 2.497513, 6.501169], [3.776510, -0.210926, -4.088011], [2.032569, 0.096244, -4.014161], [0.658811, -4.468396, 1.679970], [2.284789, -2.983893, 2.097472], [-3.584660, -2.388936, 3.911480], [-2.303995, -3.262069, 4.128497], [-0.294883, 3.819947, -3.659866], [2.503314, 1.788724, 1.360783], [2.262807, -1.980701, 2.571708], [-2.312835, -0.752563, 2.132833], [0.824677, -3.377120, 1.707304], [3.198634, 1.180781, 4.331292], [-2.651909, -0.981117, 7.334623], [-2.793396, 1.664113, 4.740433]], "forces_ev_per_a": [[-0.064, 0.017, 0.047], [-0.312, 0.167, 0.498], [0.475, 0.234, -0.350], [-0.092, -0.324, 1.095], [-0.032, -0.070, -0.068], [-0.109, 0.196, -0.451], [-0.030, 0.222, -0.427], [0.434, -0.009, -0.276], [-0.314, -0.354, 0.493], [0.212, -0.095, -0.137], [-0.156, 0.101, -0.125], [0.864, -0.538, 0.849], [-0.003, -0.015, -0.076], [-0.286, 0.225, 0.164], [0.188, 0.140, -0.069], [0.096, 0.010, -0.232], [0.020, 0.083, 0.004], [0.674, -0.114, -0.047], [-0.055, 0.030, -0.017], [-0.839, 1.860, -0.201], [0.221, -0.513, -0.381], [0.322, 0.410, -0.165], [-0.869, -1.503, -0.647], [-0.025, 0.060, 0.005], [-0.382, -0.413, -0.267], [0.027, -0.015, -0.096], [-0.139, -0.565, -0.336], [-0.003, -0.024, 0.063], [0.088, 0.168, 0.861], [-0.034, -0.400, 0.447], [0.257, -0.151, -0.168], [-0.326, 0.411, -0.296], [0.015, 0.114, -0.003], [-0.788, -1.416, -1.755], [0.638, -0.455, 0.497], [-0.299, 0.199, 0.200], [-0.484, 0.312, 0.006], [-0.054, -0.430, 1.486], [0.238, -0.010, 0.618], [-0.025, -0.008, -0.093], [-0.581, 0.205, -0.838], [0.464, -0.260, 0.338], [0.192, -0.188, -0.036], [-0.048, -0.083, -0.008], [-0.044, -0.053, 0.024], [0.058, 0.076, -0.087], [-0.290, 0.208, -0.385], [0.678, -1.030, 0.144], [-0.005, 0.034, 0.080], [-0.531, 0.336, 0.093], [-0.180, 0.583, -0.107], [0.045, 0.021, 0.024], [0.649, 0.234, 0.088], [0.091, -0.588, 0.296], [0.010, 0.008, -0.084], [-0.006, -0.038, 0.089], [-0.061, -0.076, -0.101], [0.066, -0.156, -0.069], [0.139, -0.167, -0.007], [-0.009, -0.010, -0.083], [0.110, -0.054, 0.083], [0.041, 0.109, 0.008], [-0.195, 0.547, 0.175], [-0.302, 0.066, -0.536], [-0.007, -0.093, 0.060], [0.920, 0.311, 0.948], [-0.151, -0.406, -0.579], [-0.016, -0.024, 0.155], [-0.396, 0.304, -0.314], [-0.064, -0.104, 0.230], [0.024, -0.023, 0.561], [0.063, 0.112, -0.161], [-0.684, -0.107, -0.887], [-0.098, 0.054, -0.039], [-0.028, -0.021, 0.288], [0.503, 0.357, -0.041], [0.074, 0.060, 0.065], [0.083, -0.090, 0.057], [-0.066, 0.405, -0.566], [0.874, 1.181, -0.050], [-0.014, -0.085, -0.068], [0.041, -0.026, -0.013], [-0.530, -0.266, 0.299], [-0.016, 0.019, -0.035], [0.567, 0.122, -0.110], [0.047, -0.081, 0.099], [-0.031, 0.023, 0.045], [-0.005, -0.001, 0.078], [0.173, 0.457, 0.014], [0.248, -0.103, -1.027], [-0.786, -0.951, 0.874], [0.207, 0.945, -0.195], [0.000, -0.034, 0.362], [-0.012, 0.234, 0.435], [-0.104, -0.564, -0.108], [-0.352, 0.013, -0.412], [0.344, 1.401, 0.779], [-0.229, -0.120, -0.547], [0.051, -0.008, -0.045], [0.026, -0.154, 0.095]]}

---

2.
{"formula": "C6H16N2O", "method": "ωB97M-V/def2-TZVPD", "e_above_lowest_kcal_mol": 50.0, "homo_lumo_gap_ev": 9.61, "max_force_ha_per_bohr": 0.0628, "e_homo_ev": -8.7, "symbols": ["C", "H", "H", "N", "C", "H", "C", "H", "H", "H", "H", "H", "H", "O", "N", "H", "C", "H", "H", "C", "H", "H", "C", "H", "H"], "positions_angstrom": [[2.235922, 0.996051, 1.533300], [-1.426538, 1.886801, 1.597320], [-2.810788, -0.205852, 0.134610], [-1.085709, -0.721836, 1.162325], [-1.836649, 0.096799, 0.528087], [1.142039, -1.912418, -1.770134], [1.507159, -0.503787, -0.338769], [1.661504, 1.767152, 1.027155], [0.449465, -0.502353, 1.424725], [-2.320097, 2.129163, 0.069834], [1.693653, -2.560271, -0.213484], [3.292274, 1.140245, 1.276368], [-0.574089, 0.060641, -1.748221], [0.994849, 0.406286, -1.022134], [1.402295, -1.798685, -0.802264], [-1.366242, -1.698298, 1.125655], [1.733679, -0.370635, 1.103036], [-0.590262, 1.721708, 0.051037], [-2.419237, 0.402907, -2.243713], [-1.541989, 1.555304, 0.563636], [-1.221694, -0.304710, -3.305285], [-1.860628, -1.269199, -1.985731], [-1.563759, -0.264350, -2.273015], [2.146981, 1.125538, 2.617320], [2.357863, -1.176204, 1.488343]], "forces_ev_per_a": [[0.224, -0.093, 0.143], [-0.068, -0.024, -0.042], [0.284, -0.151, -0.307], [-0.913, 0.338, -0.517], [-0.245, -0.591, 1.644], [0.049, -0.257, 0.227], [-2.549, -0.120, -0.673], [-0.015, 0.134, 0.052], [3.182, 0.147, -0.532], [-0.037, 0.075, 0.004], [0.066, -0.051, -0.367], [-0.127, 0.030, 0.000], [-2.355, -0.385, -0.553], [1.955, -0.389, 0.495], [0.589, 0.743, 0.048], [-0.306, 0.111, -0.111], [-1.561, 0.196, 0.867], [-0.083, 0.078, 0.020], [0.106, 0.236, 0.298], [0.345, 0.117, -0.276], [-0.263, -0.130, -0.355], [-0.023, -0.081, 0.131], [1.930, 0.180, -0.172], [-0.061, 0.012, -0.174], [-0.125, -0.126, 0.151]]}

---

3.
{"formula": "C6H8N2O", "method": "ωB97M-V/def2-TZVPD", "e_above_lowest_kcal_mol": 144.0, "homo_lumo_gap_ev": [7.70, 7.70], "max_force_ha_per_bohr": 0.1063, "e_homo_ev": [-7.3, -7.3], "symbols": ["H", "C", "H", "C", "H", "O", "H", "C", "C", "N", "C", "H", "H", "H", "C", "N", "H"], "positions_angstrom": [[2.644460, -0.457966, 0.295320], [-0.449152, -1.722389, -0.691467], [1.586495, -0.735925, 2.233833], [1.206897, 2.080768, -1.095540], [0.859938, 3.010957, -1.437266], [1.095935, -0.137148, 1.550403], [-0.656512, 0.155937, 0.954551], [1.543106, -0.296363, 0.144280], [1.356395, 1.025073, -0.523711], [-1.430567, 0.244448, 0.230670], [-2.353242, 1.160553, 0.372101], [1.515040, -2.417643, -0.686254], [-0.680491, -2.760038, -1.125090], [-2.383557, 1.935257, 0.966645], [0.898561, -1.495191, -0.439746], [-1.461777, -0.818078, -0.542684], [-3.291529, 1.227753, -0.206050]], "forces_ev_per_a": [[-0.854, 0.053, -0.859], [2.149, 0.961, 0.642], [-1.201, 1.400, -2.388], [-0.127, -1.567, 1.174], [0.122, 0.539, -0.455], [0.526, -0.554, 1.710], [-0.634, 0.964, -0.505], [1.581, -0.085, 1.430], [-0.191, 0.072, -0.316], [1.144, -0.999, 1.655], [-1.182, -3.573, -3.967], [-0.412, 1.555, 0.525], [-0.201, 1.962, 0.698], [1.376, 3.413, 3.771], [-0.779, -2.457, -1.350], [-2.263, -0.630, -1.332], [0.946, -1.056, -0.433]]}

---

Please write out number 3 again, unchanged.
{"formula": "C6H8N2O", "method": "ωB97M-V/def2-TZVPD", "e_above_lowest_kcal_mol": 144.0, "homo_lumo_gap_ev": [7.70, 7.70], "max_force_ha_per_bohr": 0.1063, "e_homo_ev": [-7.3, -7.3], "symbols": ["H", "C", "H", "C", "H", "O", "H", "C", "C", "N", "C", "H", "H", "H", "C", "N", "H"], "positions_angstrom": [[2.644460, -0.457966, 0.295320], [-0.449152, -1.722389, -0.691467], [1.586495, -0.735925, 2.233833], [1.206897, 2.080768, -1.095540], [0.859938, 3.010957, -1.437266], [1.095935, -0.137148, 1.550403], [-0.656512, 0.155937, 0.954551], [1.543106, -0.296363, 0.144280], [1.356395, 1.025073, -0.523711], [-1.430567, 0.244448, 0.230670], [-2.353242, 1.160553, 0.372101], [1.515040, -2.417643, -0.686254], [-0.680491, -2.760038, -1.125090], [-2.383557, 1.935257, 0.966645], [0.898561, -1.495191, -0.439746], [-1.461777, -0.818078, -0.542684], [-3.291529, 1.227753, -0.206050]], "forces_ev_per_a": [[-0.854, 0.053, -0.859], [2.149, 0.961, 0.642], [-1.201, 1.400, -2.388], [-0.127, -1.567, 1.174], [0.122, 0.539, -0.455], [0.526, -0.554, 1.710], [-0.634, 0.964, -0.505], [1.581, -0.085, 1.430], [-0.191, 0.072, -0.316], [1.144, -0.999, 1.655], [-1.182, -3.573, -3.967], [-0.412, 1.555, 0.525], [-0.201, 1.962, 0.698], [1.376, 3.413, 3.771], [-0.779, -2.457, -1.350], [-2.263, -0.630, -1.332], [0.946, -1.056, -0.433]]}

---

What is the formula in the third record? C6H8N2O